Record 1
{"formula": "C52H48Br4N8O16", "method": "ωB97M-V/def2-TZVPD", "species": ["Br", "C", "C", "Br", "H", "H", "H", "H", "Br", "C", "C", "Br", "H", "H", "H", "H", "C", "C", "C", "C", "C", "C", "N", "O", "O", "H", "H", "H", "H", "H", "C", "C", "C", "C", "C", "C", "N", "O", "O", "H", "H", "H", "H", "H", "C", "C", "C", "C", "C", "C", "N", "O", "O", "H", "H", "H", "H", "H", "C", "C", "C", "C", "C", "C", "N", "O", "O", "H", "H", "H", "H", "H", "C", "C", "C", "C", "C", "C", "N", "O", "O", "H", "H", "H", "H", "H", "C", "C", "C", "C", "C", "C", "N", "O", "O", "H", "H", "H", "H", "H", "C", "C", "C", "C", "C", "C", "N", "O", "O", "H", "H", "H", "H", "H", "C", "C", "C", "C", "C", "C", "N", "O", "O", "H", "H", "H", "H", "H"], "positions_angstrom": [[-1.879, -8.830, 0.809], [-1.779, -8.241, 2.688], [-0.858, -9.115, 3.468], [-0.892, -8.445, 5.376], [-2.820, -8.329, 2.998], [-1.472, -7.195, 2.703], [0.140, -8.922, 3.074], [-0.916, -10.200, 3.374], [-6.211, -7.880, -5.132], [-7.031, -7.500, -3.345], [-8.628, -7.650, -3.361], [-9.105, -9.570, -3.668], [-6.842, -6.507, -2.938], [-6.720, -8.341, -2.725], [-9.014, -7.127, -4.236], [-9.016, -7.189, -2.453], [4.575, 0.916, -7.222], [3.907, 0.957, -5.991], [4.365, 2.040, -5.145], [5.491, 2.810, -5.438], [6.168, 2.582, -6.636], [5.707, 1.695, -7.543], [6.007, 3.900, -4.568], [5.517, 3.950, -3.451], [6.889, 4.660, -4.984], [4.154, 0.370, -8.053], [2.978, 0.499, -5.683], [3.810, 2.251, -4.243], [7.051, 3.120, -6.951], [6.170, 1.711, -8.519], [-2.720, 2.999, 0.495], [-1.555, 2.382, 0.176], [-1.552, 0.998, -0.067], [-2.756, 0.312, -0.252], [-3.934, 1.018, 0.111], [-3.887, 2.355, 0.465], [-2.907, -1.116, -0.507], [-4.036, -1.580, -0.564], [-1.844, -1.779, -0.486], [-2.727, 4.051, 0.739], [-0.596, 2.805, 0.438], [-0.649, 0.423, -0.209], [-4.874, 0.491, 0.174], [-4.768, 2.868, 0.822], [5.627, 5.919, 10.429], [5.229, 4.752, 9.847], [4.697, 4.766, 8.593], [4.413, 5.989, 7.923], [4.743, 7.178, 8.620], [5.263, 7.107, 9.868], [3.772, 6.068, 6.550], [3.732, 5.042, 5.931], [3.388, 7.112, 6.059], [6.004, 5.976, 11.439], [5.253, 3.751, 10.254], [4.439, 3.838, 8.106], [4.439, 8.164, 8.302], [5.502, 8.061, 10.313], [0.121, 8.007, -5.829], [1.036, 7.938, -4.732], [1.973, 8.992, -4.526], [1.973, 10.109, -5.269], [0.966, 10.227, -6.341], [0.033, 9.158, -6.619], [3.063, 11.111, -5.193], [4.079, 10.808, -4.526], [3.058, 12.057, -5.954], [-0.426, 7.109, -6.076], [1.246, 7.001, -4.236], [2.848, 8.775, -3.931], [1.043, 11.044, -7.043], [-0.608, 9.201, -7.488], [1.341, -7.922, -6.441], [1.170, -7.084, -5.309], [2.302, -6.355, -4.818], [3.564, -6.489, -5.438], [3.583, -7.205, -6.594], [2.574, -8.045, -7.048], [4.733, -5.795, -4.942], [4.593, -4.863, -4.186], [5.781, -6.227, -5.439], [0.537, -8.553, -6.792], [0.243, -7.037, -4.756], [2.162, -5.936, -3.832], [4.456, -7.354, -7.211], [2.798, -8.761, -7.825], [-11.771, 0.809, 4.473], [-12.009, -0.525, 4.110], [-12.007, -0.903, 2.776], [-11.509, -0.084, 1.775], [-11.099, 1.278, 2.045], [-11.437, 1.681, 3.363], [-11.551, -0.598, 0.357], [-11.537, -1.823, 0.318], [-11.372, 0.145, -0.648], [-11.917, 1.121, 5.497], [-12.234, -1.189, 4.931], [-12.484, -1.809, 2.431], [-10.768, 2.004, 1.317], [-11.280, 2.704, 3.672], [8.175, 0.171, 0.396], [9.404, -0.596, 0.332], [9.256, -1.951, 0.429], [8.015, -2.559, 0.601], [6.867, -1.735, 0.655], [6.902, -0.353, 0.449], [7.927, -4.050, 0.621], [8.986, -4.739, 0.447], [6.744, -4.474, 0.841], [8.314, 1.230, 0.240], [10.399, -0.218, 0.148], [10.144, -2.535, 0.237], [5.850, -2.079, 0.782], [6.003, 0.242, 0.381], [-4.572, -0.557, 5.722], [-3.655, 0.502, 5.518], [-2.262, 0.160, 5.510], [-1.881, -1.188, 5.661], [-2.815, -2.118, 6.021], [-4.190, -1.832, 6.090], [-0.426, -1.485, 5.499], [0.340, -0.596, 5.160], [0.037, -2.557, 5.773], [-5.636, -0.383, 5.664], [-3.942, 1.517, 5.291], [-1.459, 0.847, 5.288], [-2.378, -3.092, 6.187], [-4.855, -2.665, 6.264]], "atomic_forces_ev_per_a": [[0.3, 0.1, 0.3], [-1.3, -0.2, -0.3], [1.4, 0.5, 0.2], [0.0, -0.7, -1.2], [0.2, 0.1, 0.2], [0.0, -0.2, -0.1], [0.2, 0.2, 0.5], [-0.9, 0.2, 0.5], [-0.5, 0.6, 1.1], [-2.4, -1.3, -0.3], [2.0, -0.1, -1.3], [0.1, 1.2, 0.5], [0.6, -0.2, -0.4], [0.6, 0.5, 0.1], [-0.1, -0.1, 0.2], [-0.2, -0.7, 0.1], [-0.6, -0.4, -0.6], [1.9, 3.4, 0.2], [-0.1, -0.9, 0.2], [0.2, -0.5, -1.0], [0.9, 1.1, 0.4], [-1.5, -0.9, 0.3], [0.2, 0.2, 0.3], [0.2, 0.2, -0.4], [-1.3, -1.2, 0.3], [0.0, -0.6, 0.1], [0.2, -0.5, -0.5], [0.1, 0.0, 0.2], [0.0, 0.4, 0.6], [-0.1, -0.5, -0.1], [1.1, 2.4, -0.2], [1.5, -2.2, 0.9], [-0.2, -0.6, -1.2], [-1.5, 2.3, 1.3], [0.2, -0.9, -0.4], [-2.0, -1.5, 0.2], [1.7, -1.3, 1.1], [1.1, 0.2, -0.4], [-2.0, 1.0, -0.5], [0.2, 0.1, 0.2], [0.0, 0.4, -0.5], [0.2, 0.2, 0.1], [0.0, -0.1, -0.2], [-0.2, -0.1, -0.2], [-0.5, 0.1, 2.0], [0.1, -1.1, -0.3], [-1.4, 1.0, -2.8], [0.6, 0.8, 1.3], [-2.0, -0.6, -1.9], [1.3, 1.0, 0.0], [0.6, 0.2, 0.1], [0.0, -1.6, 0.0], [0.2, 0.6, 1.3], [0.3, -0.4, 0.0], [0.6, 0.2, 0.6], [-0.1, 0.0, -0.1], [0.1, -0.1, -0.7], [0.0, -0.1, 0.5], [1.1, 0.1, 1.5], [0.3, 1.2, -2.0], [0.0, -2.5, 0.8], [-2.9, 1.3, -3.2], [0.5, -1.4, 0.8], [2.4, 1.3, 1.3], [2.7, -1.0, -0.2], [-2.2, 0.4, -0.4], [-0.8, 0.0, 0.4], [-0.3, 0.1, 0.0], [-0.4, 0.0, 0.2], [-0.2, 0.2, 0.5], [-0.1, 0.2, 0.2], [0.0, 0.1, 0.1], [-0.5, -0.1, 0.9], [2.2, 0.3, -0.7], [-0.9, -1.6, 0.1], [-3.1, 0.7, 0.5], [1.7, -1.9, -1.7], [-0.6, 1.1, 0.9], [0.9, -0.7, -1.5], [0.3, -0.2, 0.1], [-0.5, 1.0, 1.2], [-0.3, 0.1, 0.1], [-0.1, 0.0, -0.1], [0.3, 0.6, -0.1], [0.6, 0.6, 0.5], [-0.2, 0.2, -0.2], [0.1, -0.6, -3.4], [0.1, 1.3, 1.0], [0.0, -0.2, -0.9], [0.0, 2.6, -0.3], [-2.2, -1.8, 1.8], [1.1, -0.3, 1.3], [2.1, 0.0, -0.9], [-0.6, 0.9, -0.7], [-0.9, -1.4, 2.9], [0.2, 0.3, -0.1], [-0.3, -0.5, -0.3], [0.4, -0.4, 0.3], [0.0, -0.3, -0.2], [0.1, 0.3, -0.4], [2.4, 1.0, -1.1], [-2.9, 0.4, 0.4], [0.6, -1.0, -0.5], [-0.4, 0.9, -0.1], [-0.8, -0.7, -0.4], [1.9, -1.2, 0.7], [-0.9, -1.2, 0.5], [-3.7, 2.0, 0.6], [3.9, 0.4, -0.8], [-0.2, 0.3, 0.1], [-0.3, 0.5, 0.1], [-0.1, -0.5, 0.3], [0.2, -0.9, 0.0], [0.1, 0.0, 0.1], [-0.4, 0.9, 0.5], [1.9, -1.9, 0.0], [-1.2, -0.3, -0.5], [-0.4, 2.3, 0.0], [0.4, -1.2, 0.1], [1.9, -0.1, -0.8], [1.3, 0.8, 0.4], [-1.1, 1.0, -0.4], [-1.1, -1.9, 0.4], [-0.1, 0.3, 0.0], [-0.2, -0.1, 0.1], [-0.2, 0.3, 0.0], [-0.5, -0.4, 0.2], [-0.3, 0.3, 0.1]], "relative_energy_ev": 2.0457, "smiles": "O=[N+]([O-])c1ccccc1.O=[N+]([O-])c1ccccc1.O=[N+]([O-])c1ccccc1.O=[N+]([O-])c1ccccc1.O=[N+]([O-])c1ccccc1.O=[N+]([O-])c1ccccc1.O=[N+]([O-])c1ccccc1.O=[N+]([O-])c1ccccc1.BrCCBr.BrCCBr", "e_lumo_ha": -0.0340, "orbital_gap_ha": 0.3246, "spin_multiplicity": 1}

Record 2
{"formula": "C52H48N8OS2Se2TeTi", "method": "ωB97M-V/def2-TZVPD", "species": ["Ti", "S", "C", "C", "C", "C", "C", "C", "N", "C", "C", "C", "C", "C", "C", "C", "C", "N", "C", "C", "C", "C", "C", "S", "C", "H", "H", "H", "H", "H", "H", "H", "H", "H", "H", "H", "H", "N", "C", "O", "C", "C", "N", "C", "N", "H", "H", "C", "Te", "C", "C", "C", "C", "C", "C", "C", "H", "H", "H", "H", "H", "H", "H", "H", "C", "C", "C", "C", "N", "C", "Se", "N", "C", "C", "C", "C", "C", "C", "C", "C", "C", "C", "H", "H", "H", "H", "H", "H", "H", "H", "H", "H", "H", "H", "H", "H", "H", "H", "H", "H", "H", "H", "H", "H", "Se", "C", "C", "C", "N", "C", "C", "H", "H", "H", "H"], "positions_angstrom": [[-0.283, -0.427, -0.393], [-1.147, 3.270, 5.652], [-0.339, 2.553, 6.967], [0.478, 1.541, 6.567], [0.438, 1.349, 5.158], [-0.400, 2.219, 4.518], [-0.722, 2.281, 3.077], [-0.305, 1.246, 2.235], [-0.630, 1.175, 0.952], [-1.348, 2.185, 0.397], [-1.757, 3.287, 1.132], [-2.470, 4.345, 0.457], [-2.729, 4.269, -0.860], [-2.313, 3.125, -1.634], [-2.519, 3.007, -3.010], [-2.092, 1.890, -3.696], [-1.463, 0.882, -2.949], [-1.250, 0.973, -1.642], [-1.657, 2.087, -0.992], [-2.283, 1.734, -5.149], [-2.218, 0.591, -5.892], [-2.446, 0.812, -7.279], [-2.676, 2.124, -7.555], [-2.622, 3.086, -6.152], [-1.451, 3.304, 2.499], [-0.508, 2.921, 7.971], [1.091, 0.962, 7.248], [1.046, 0.606, 4.648], [0.289, 0.431, 2.615], [-2.776, 5.212, 1.031], [-3.253, 5.073, -1.365], [-3.042, 3.801, -3.536], [-1.136, -0.030, -3.427], [-2.062, -0.394, -5.468], [-2.451, 0.030, -8.029], [-2.876, 2.581, -8.515], [-1.785, 4.143, 3.102], [1.157, -3.031, 2.477], [1.087, -2.507, 1.268], [0.385, -1.421, 1.098], [1.725, -3.088, 0.155], [2.555, -4.239, 0.234], [3.213, -5.184, 0.303], [1.444, -2.335, -0.989], [1.009, -1.520, -1.690], [0.631, -2.625, 3.233], [1.672, -3.883, 2.646], [-2.419, -1.182, 3.641], [-2.742, -1.194, 1.530], [-2.401, -3.290, 1.664], [-2.404, -3.638, 3.129], [-2.399, -4.972, 3.538], [-2.406, -5.288, 4.887], [-2.429, -4.272, 5.840], [-2.437, -2.948, 5.439], [-2.413, -2.625, 4.080], [-3.230, -0.617, 4.095], [-1.487, -0.667, 3.884], [-1.453, -3.514, 1.184], [-3.183, -3.788, 1.101], [-2.401, -5.764, 2.794], [-2.409, -6.326, 5.197], [-2.453, -4.517, 6.896], [-2.472, -2.156, 6.181], [4.929, -1.910, -1.242], [4.696, -1.221, 0.105], [5.587, 0.015, 0.318], [4.952, 1.341, -0.098], [4.521, 1.333, -1.511], [3.276, 1.137, -1.976], [1.754, 1.389, -0.898], [3.335, 1.025, -3.312], [2.253, 0.645, -4.230], [2.452, -0.762, -4.777], [1.476, -1.086, -5.903], [1.710, -0.273, -7.175], [4.662, 1.171, -3.726], [5.240, 1.151, -4.992], [6.611, 1.305, -5.047], [7.379, 1.483, -3.883], [6.793, 1.526, -2.632], [5.413, 1.363, -2.586], [4.376, -2.850, -1.321], [5.985, -2.160, -1.363], [4.640, -1.282, -2.092], [4.900, -1.942, 0.900], [3.647, -0.933, 0.208], [6.521, -0.125, -0.234], [5.861, 0.119, 1.371], [5.666, 2.155, 0.023], [4.078, 1.569, 0.499], [2.244, 1.376, -5.037], [1.322, 0.731, -3.678], [2.339, -1.475, -3.960], [3.474, -0.865, -5.149], [0.451, -0.938, -5.551], [1.571, -2.147, -6.135], [1.535, 0.797, -7.025], [1.036, -0.598, -7.970], [2.734, -0.405, -7.539], [4.650, 1.040, -5.894], [7.106, 1.294, -6.011], [8.454, 1.597, -3.970], [7.384, 1.693, -1.740], [-2.009, -1.992, -1.316], [-1.742, -2.700, -3.078], [-0.714, -3.565, -3.419], [-0.693, -4.075, -4.711], [-1.601, -3.776, -5.643], [-2.598, -2.963, -5.286], [-2.714, -2.400, -4.019], [0.034, -3.869, -2.707], [0.091, -4.766, -5.009], [-3.343, -2.748, -6.047], [-3.546, -1.751, -3.776]], "atomic_forces_ev_per_a": [[-0.2, -1.0, -0.5], [-0.2, 0.2, 0.0], [0.0, 0.0, 0.1], [0.1, -0.1, -0.2], [0.3, -0.2, 0.1], [-0.2, 0.1, -0.3], [0.1, 0.0, 0.4], [0.1, -0.1, -0.2], [0.0, 0.6, 0.1], [0.1, -0.2, -0.1], [-0.1, 0.3, 0.2], [0.1, 0.0, 0.3], [-0.1, 0.0, -0.2], [-0.2, 0.4, 0.0], [-0.3, 0.3, -0.1], [0.0, -0.2, -0.4], [0.0, 0.0, 0.2], [-0.4, 0.6, -0.5], [0.2, -0.1, 0.1], [0.1, 0.1, 0.3], [0.0, -0.3, -0.2], [0.0, -0.2, 0.1], [0.0, 0.0, -0.1], [0.0, 0.3, 0.0], [-0.1, 0.3, 0.1], [0.0, -0.1, -0.2], [-0.1, 0.1, -0.1], [-0.1, 0.1, 0.1], [0.0, -0.1, 0.0], [0.0, -0.1, 0.0], [0.0, -0.1, 0.0], [0.1, -0.1, 0.1], [0.1, -0.1, 0.0], [0.1, 0.1, -0.1], [0.0, 0.1, 0.1], [0.0, -0.1, 0.1], [0.0, 0.0, 0.0], [0.1, -0.1, 0.4], [-0.1, 0.1, -0.3], [0.7, -0.3, 0.6], [0.2, -0.1, -0.3], [0.0, -0.2, -0.2], [-0.2, 0.4, 0.1], [0.4, -0.5, 0.7], [0.0, 0.2, -0.5], [-0.1, 0.0, 0.0], [0.0, 0.0, 0.0], [0.2, 0.2, 0.0], [-0.5, 0.1, -0.2], [0.0, 0.0, 0.2], [0.0, -0.1, 0.0], [0.0, 0.0, 0.0], [0.0, 0.0, 0.0], [0.0, 0.0, 0.0], [0.1, 0.0, 0.0], [0.0, 0.0, 0.1], [0.0, 0.0, 0.0], [0.0, 0.0, 0.0], [0.1, 0.0, -0.1], [-0.1, -0.1, 0.0], [0.0, 0.1, 0.1], [0.0, 0.1, 0.0], [0.0, 0.0, -0.1], [0.0, -0.1, -0.1], [-0.1, 0.0, 0.0], [0.2, 0.0, -0.1], [0.0, 0.0, -0.1], [0.0, -0.1, -0.4], [0.4, 0.0, 0.4], [0.1, -0.1, -0.1], [-0.4, 0.2, 0.5], [-0.1, -0.2, -0.3], [0.3, 0.1, 0.1], [0.0, 0.0, 0.0], [0.0, 0.0, -0.1], [0.0, 0.0, 0.0], [-0.4, -0.1, -0.1], [0.0, 0.0, -0.2], [0.0, 0.0, 0.0], [0.0, 0.0, 0.0], [0.1, 0.1, 0.0], [0.0, 0.0, 0.5], [0.0, 0.1, 0.0], [0.0, 0.0, 0.0], [0.0, 0.0, 0.1], [0.0, 0.0, 0.0], [-0.1, 0.0, 0.0], [0.0, 0.0, 0.1], [0.0, 0.0, -0.1], [0.0, 0.1, 0.0], [-0.1, 0.0, 0.1], [0.0, 0.1, 0.0], [-0.1, 0.0, 0.1], [0.0, -0.1, 0.1], [0.0, 0.0, 0.0], [-0.1, 0.0, 0.0], [-0.1, 0.0, 0.0], [0.0, -0.1, 0.0], [0.0, 0.0, 0.1], [-0.1, 0.0, 0.0], [0.1, 0.0, 0.1], [0.0, 0.0, 0.1], [-0.1, 0.0, 0.0], [0.0, -0.1, -0.1], [0.1, -0.1, 0.0], [0.1, 0.2, 0.0], [-0.1, 0.0, -0.2], [-0.1, 0.1, -0.2], [-0.1, 0.1, 0.3], [0.2, -0.2, -0.1], [0.0, -0.1, -0.2], [0.1, -0.1, 0.1], [-0.1, 0.1, 0.0], [0.1, 0.0, 0.0], [0.0, 0.0, 0.0]], "relative_energy_ev": 0.3797, "e_lumo_ha": -0.2366, "total_charge": 2, "orbital_gap_ha": 0.2339, "spin_multiplicity": 1}

no.,highest occupied orbital energy (Eh)
1,-0.35865
2,-0.47046